# 1
ORCA calculation (ωB97M-V/def2-TZVPD) on 4 unconnected molecules or ions with the total composition C24H60O16P4.

Positions of all 104 atoms, in Å:
C (-3.21834, 8.20093, -2.20108)
C (-2.51784, 6.82396, -1.99183)
O (-3.35849, 5.71425, -2.21805)
P (-2.78512, 4.21619, -1.86775)
O (-3.79435, 3.14938, -1.99144)
O (-2.25575, 4.43002, -0.31340)
C (-3.16579, 3.95655, 0.74456)
C (-4.12631, 5.08108, 1.20349)
O (-1.42570, 4.15397, -2.84613)
C (-1.40847, 3.20862, -3.93216)
C (-0.02337, 3.12333, -4.35337)
H (-3.26658, 8.54059, -3.23568)
H (-4.20158, 8.17360, -1.73140)
H (-2.62775, 8.93449, -1.65228)
H (-1.62947, 6.76752, -2.62089)
H (-2.08955, 6.83625, -0.98957)
H (-3.68952, 3.00153, 0.70260)
H (-2.50523, 3.63385, 1.54932)
H (-4.97562, 4.78067, 1.81710)
H (-3.54278, 5.92110, 1.58027)
H (-4.66611, 5.22640, 0.26776)
H (-1.75730, 2.22172, -3.62813)
H (-2.16021, 3.47715, -4.67436)
H (0.69197, 2.95443, -3.54847)
H (-0.02151, 2.49983, -5.24742)
H (0.20549, 4.15122, -4.63474)
C (-1.09913, -5.99806, -7.10565)
C (0.33401, -5.83468, -7.63188)
O (1.36108, -6.29191, -6.82621)
P (2.92474, -6.25565, -7.42520)
O (3.05738, -5.39336, -8.62405)
O (3.71634, -5.77097, -6.10604)
C (5.05452, -5.63541, -5.99722)
C (5.65563, -4.73745, -7.06129)
O (3.36093, -7.77962, -7.62438)
C (3.31527, -8.18848, -8.92558)
C (3.67548, -9.68354, -9.15829)
H (-1.59557, -6.96645, -7.16795)
H (-1.08721, -5.95363, -6.01662)
H (-1.82316, -5.37422, -7.62972)
H (0.27149, -6.49050, -8.50027)
H (0.51688, -4.79278, -7.89475)
H (5.28720, -5.23528, -5.01038)
H (5.60240, -6.57385, -6.08252)
H (5.19896, -3.75096, -7.14129)
H (6.73049, -4.56875, -6.99580)
H (5.57091, -5.34042, -7.96536)
H (2.23894, -8.22922, -9.09273)
H (3.82948, -7.51387, -9.61010)
H (3.31459, -10.30986, -8.34245)
H (3.37313, -10.08908, -10.12380)
H (4.75165, -9.83849, -9.08101)
C (0.48411, 11.70739, 5.96013)
C (1.41981, 10.62518, 6.33310)
O (2.10265, 10.46510, 5.05471)
P (1.78564, 9.07232, 4.20212)
O (0.41106, 9.04533, 3.66246)
O (2.99407, 9.02555, 3.15219)
C (2.73065, 8.90047, 1.78710)
C (2.37124, 7.34701, 1.40950)
O (2.14605, 7.88271, 5.24320)
C (1.37144, 6.71556, 5.13949)
C (2.50659, 5.80645, 5.56612)
H (0.32145, 12.23811, 6.89820)
H (0.87587, 12.34101, 5.16442)
H (-0.52808, 11.40208, 5.69487)
H (2.22045, 11.09395, 6.90524)
H (1.18222, 9.74452, 6.92981)
H (1.81806, 9.39189, 1.44977)
H (3.60117, 9.19386, 1.20040)
H (1.92582, 7.31040, 0.41534)
H (3.20969, 6.65242, 1.35808)
H (1.70730, 6.81558, 2.09130)
H (0.45630, 6.64066, 5.72686)
H (1.12540, 6.74983, 4.07818)
H (3.34924, 5.85536, 4.87645)
H (2.92557, 5.96179, 6.56032)
H (2.22639, 4.75334, 5.54241)
C (-0.22229, -10.24463, 4.08241)
C (-0.69084, -8.82179, 4.62259)
O (-2.07426, -8.95219, 4.94084)
P (-2.89112, -7.63494, 5.37515)
O (-4.23182, -7.84060, 5.96352)
O (-1.81819, -7.02529, 6.43186)
C (-2.02611, -5.82082, 7.07596)
C (-0.87916, -4.82005, 6.77890)
O (-2.97953, -6.75817, 4.04670)
C (-4.16925, -6.21276, 3.47390)
C (-4.27567, -4.84767, 4.19265)
H (-0.18795, -11.04479, 4.82177)
H (-0.95358, -10.57097, 3.34295)
H (0.77182, -10.11593, 3.65427)
H (-0.19173, -8.73493, 5.58771)
H (-0.50414, -8.02855, 3.89869)
H (-3.04041, -5.47824, 6.87115)
H (-2.12200, -6.18221, 8.09982)
H (-0.73695, -4.11850, 7.60091)
H (-0.09279, -5.56081, 6.63398)
H (-1.04733, -4.28368, 5.84503)
H (-3.93465, -6.00956, 2.42903)
H (-5.05330, -6.83639, 3.60671)
H (-4.61213, -4.00335, 3.59096)
H (-4.68766, -4.99053, 5.19163)
H (-3.31033, -4.38269, 4.39271)

Cartesian forces (eV/Å) of the 2 atoms listed first:
0.355 -0.984 0.391
0.838 1.777 -0.090

Summary:
SMILES: CCOP(=O)(OCC)OCC.CCOP(=O)(OCC)OCC.CCOP(=O)(OCC)OCC.CCOP(=O)(OCC)OCC
E_HOMO, eV: -10.466
Orbital gap, eV: 11.1
Max |F|, eV/A: 4.49
ΔE to the lowest compared entry with this formula, charge and spin, kcal/mol: 132.50
Total charge: 0
M, g/mol: 728.624

# 2
ORCA calculation (ωB97M-V/def2-TZVPD) on a gas-phase ion, C3H10OP (charge -1).

Positions of all 15 atoms, in Å:
P (-0.04772, -1.10318, 1.16345)
C (-0.89363, 0.26864, 0.05834)
C (-0.21806, 0.61668, -1.25893)
C (1.14903, 1.27491, -1.23757)
O (0.94869, -0.04686, -1.65884)
H (1.28185, -0.48877, 0.98153)
H (0.09967, -1.97337, -0.01038)
H (-1.39343, -1.68993, 1.44976)
H (-0.23283, -0.23072, 2.37114)
H (0.56699, -2.15331, 2.02371)
H (-1.87233, -0.12380, -0.22447)
H (-0.98968, 1.21966, 0.58594)
H (-0.88006, 0.94203, -2.05406)
H (1.07970, 2.05199, -1.98784)
H (1.40182, 1.43602, -0.20180)

Cartesian forces (eV/Å) of the 2 atoms listed first:
-0.217 0.017 0.845
0.334 -0.211 -1.140

Summary:
E_HOMO, eV: -2.766
Orbital gap, eV: 6.9
Max |F|, eV/A: 2.95
Total charge: -1
M, g/mol: 93.086